A molecular structure, C6H9BeF2NO10S2 at a distorted geometry, computed with ωB97M-V with the def2-TZVPD basis set.

Output
Total charge: -2
Molecular weight in g/mol: 366.28
HOMO energy in eV: -3.19
LUMO level in eV: 4.740
Energy above the lowest of the compared OMol25 structures with the same formula, charge and spin in eV: 0.000
Total energy in eV: -55838.9516

Geometry as XYZ:
```
31
Properties=species:S:1:pos:R:3:forces:R:3:lowdin_charge:R:1
Be -5.313660 8.642970 -14.822880 0.153 0.706 -0.097 1.0267
N -3.477620 8.633350 -16.370390 -0.343 3.116 -0.643 -0.2733
S -2.213650 7.796040 -16.508420 4.086 -9.291 0.047 0.4520
O -1.120990 7.979740 -15.591600 -0.264 1.528 -0.813 -0.2837
O -1.904320 7.322350 -17.873700 -0.316 1.949 1.887 -0.3185
F -2.673290 6.327750 -15.893800 -0.914 1.399 -0.461 -0.2315
S -2.819700 10.005250 -17.169920 -2.426 5.076 -0.941 0.6329
O -2.760560 9.939220 -18.638250 0.506 -0.504 2.892 -0.3010
O -1.851420 10.872730 -16.448470 -2.033 -2.974 -1.670 -0.2896
F -4.224100 10.807230 -16.991320 1.013 -0.452 0.130 -0.2211
C -3.906020 11.344470 -11.596120 -0.283 0.550 -1.013 -0.0221
C -4.675510 10.704600 -12.820720 0.620 -0.337 1.113 -0.7592
O -4.014340 10.564760 -13.864270 0.323 -1.076 -1.616 -0.0433
O -5.799700 10.226220 -12.640600 -0.598 -0.564 0.401 -0.0401
H -3.632120 10.532870 -10.922050 -0.321 0.143 0.165 0.0643
H -4.479630 12.150570 -11.138660 -0.461 -0.474 0.413 0.0509
H -2.990520 11.862950 -11.880930 0.149 -0.380 -0.462 0.0518
C -5.150280 4.472530 -12.911110 -0.072 -0.610 -0.895 -0.0295
C -4.905820 5.759330 -13.722090 0.464 1.767 1.577 -0.7784
O -4.034560 6.522910 -13.273290 0.449 0.331 0.456 -0.0510
O -5.618690 6.087930 -14.696270 -1.242 0.446 -0.872 -0.0609
H -6.200610 4.181510 -12.896330 -0.035 0.043 -0.264 0.0585
H -4.788880 4.438740 -11.883320 0.179 0.709 -0.164 0.0603
H -4.583690 3.709000 -13.444120 -0.130 -0.360 -0.048 0.0633
C -7.977290 11.095910 -17.555320 0.207 -0.848 -0.784 -0.0335
C -7.533830 10.049570 -16.488160 1.620 0.576 2.208 -0.7205
O -7.395520 10.465010 -15.287090 -0.500 -0.328 -1.558 -0.0891
O -7.044010 8.936210 -16.838470 -0.004 0.190 -0.272 -0.0846
H -8.617170 11.935060 -17.282420 0.345 -0.141 0.657 0.0566
H -8.402200 10.700750 -18.478040 -0.376 -0.716 0.209 0.0501
H -7.024210 11.429030 -17.966150 0.202 0.526 0.416 0.0636
```
Positions in Å, forces in eV/Å.